29
Properties=species:S:1:pos:R:3:forces:R:3 method="wB97M-V/def2-TZVPD" de_lowest_ev=0.000 gap_ev=9.16 smiles="CN(C)S(=O)(=O)Nc1cccc(B(O)O)c1"
C -1.0226 -0.8191 -1.7387 -0.5 -0.4 -0.5
N 0.2686 -1.1358 -1.1247 0.0 -0.7 0.8
C 1.2966 -1.6176 -2.0249 -0.1 -0.6 -0.9
S 0.0281 -2.4427 0.0055 0.3 -0.6 -0.3
O 1.3320 -2.8613 0.6102 -3.6 1.2 -2.0
O -0.8675 -3.3325 -0.7703 1.8 0.5 2.3
N -0.9424 -1.7217 1.2051 0.9 -1.5 -1.1
C -0.8317 -0.3482 1.4169 0.5 1.5 0.7
C -1.8378 0.3808 2.0753 -0.1 -0.8 -1.2
C -1.7317 1.7496 2.1098 1.3 0.2 -0.1
C -0.6279 2.3728 1.5415 -0.8 0.6 0.8
C 0.3977 1.6741 0.9812 1.0 0.5 -0.5
B 1.5777 2.2811 0.1542 0.7 1.4 0.4
O 2.1909 3.4707 0.5846 -0.6 -1.0 -0.3
O 1.9422 1.6232 -0.9882 -0.2 -0.6 -0.1
C 0.3317 0.3222 0.9861 -1.0 -2.0 1.0
H -1.3476 -1.6951 -2.3077 -0.1 0.3 -0.3
H -1.7848 -0.6707 -0.9716 0.2 0.2 0.0
H -1.0125 0.0823 -2.3780 0.5 -0.4 0.4
H 2.2134 -1.7460 -1.4823 0.5 0.1 0.2
H 1.0337 -2.5841 -2.4775 0.0 0.1 0.0
H 1.4395 -0.9224 -2.8382 0.0 0.4 -0.1
H -1.8696 -2.0977 1.0926 -0.3 0.0 0.1
H -2.7638 -0.0768 2.4063 0.2 -0.3 0.2
H -2.4269 2.3288 2.6531 -0.9 0.5 0.3
H -0.4837 3.4182 1.6336 -0.3 1.0 0.0
H 2.9308 3.8610 0.1030 -0.3 -0.4 -0.2
H 1.4172 0.7931 -1.1184 0.5 1.0 0.2
H 1.1508 -0.2861 0.6615 0.3 0.2 0.1

=====

25
Properties=species:S:1:pos:R:3:forces:R:3 method="wB97M-V/def2-TZVPD" de_lowest_ev=0.232 gap_ev=8.65 charge=+2
Cd 0.7765 -0.3952 0.3603 0.0 -0.3 0.4
C -0.0462 0.7088 -2.8882 0.1 -0.1 0.0
C -0.4937 0.8507 -1.4666 -0.2 0.3 0.2
C -1.7121 0.3033 -1.0277 0.0 0.1 -0.1
C -2.2889 0.7079 0.1717 0.1 0.0 0.0
C -1.6606 1.6538 0.9838 -0.1 0.0 0.0
C -0.4241 2.1566 0.6207 0.1 -0.2 0.0
C 0.2001 1.7169 -0.5697 -0.2 0.3 -0.3
H -0.4358 -0.1893 -3.3658 0.0 0.0 0.0
H 1.0358 0.7585 -3.0066 0.0 0.0 0.0
H -0.4635 1.5614 -3.4320 0.0 0.0 -0.1
H -2.2545 -0.3683 -1.6831 0.0 0.0 0.0
H -3.2492 0.3023 0.4635 0.0 0.0 0.0
H -2.1506 2.0105 1.8805 0.0 0.0 0.0
H 0.0699 2.9002 1.2332 0.0 0.0 0.0
H 1.0721 2.2497 -0.9356 0.1 -0.1 0.1
Br 2.4943 -2.2164 2.0828 0.1 0.1 0.0
C 1.6935 -1.5057 3.6876 -0.1 0.0 -0.1
Br 0.2932 -0.2488 3.1770 0.1 -0.1 -0.2
H 2.4449 -0.9747 4.2592 0.0 0.1 -0.1
H 1.2419 -2.3120 4.2533 -0.1 0.0 -0.1
N 0.9252 -2.1851 -1.0277 0.2 0.0 0.2
H 0.4184 -2.0985 -1.9043 -0.1 0.1 0.0
H 0.6113 -3.0504 -0.5928 0.0 0.0 0.0
H 1.9022 -2.3362 -1.2734 0.0 -0.1 -0.1

=====

27
Properties=species:S:1:pos:R:3:forces:R:3 method="wB97M-V/def2-TZVPD" de_lowest_ev=0.880 gap_ev=9.83 smiles="CC(C)(C)OC(=O)/N=C/CC#N.OBr"
C 2.4125 0.6464 -1.5688 -0.9 -1.3 -2.8
C 1.9187 0.7865 -0.1835 -1.1 -2.5 -1.0
C 1.5723 2.1515 0.2091 -2.5 -0.9 1.6
C 2.8562 -0.0084 0.6514 3.6 0.5 0.4
O 0.5538 0.0981 -0.1006 1.8 0.3 0.3
C 0.4996 -1.2141 -0.0010 -0.4 -1.7 -1.4
O 1.3487 -2.0980 -0.2079 -2.4 2.3 1.0
N -0.9246 -1.4355 0.0509 0.3 -1.4 0.3
C -1.6228 -1.8821 0.9977 0.7 -0.4 0.0
C -3.1069 -2.1521 0.8077 1.0 -0.2 1.7
C -3.6531 -1.3172 -0.1760 -1.6 1.2 -2.1
N -4.1602 -0.7048 -1.0100 0.5 -0.3 0.5
H 3.4562 0.9267 -1.6493 0.2 0.1 0.0
H 2.2993 -0.4186 -1.9713 0.4 1.2 0.9
H 1.8198 1.2101 -2.2950 0.1 0.4 0.1
H 0.5548 2.4152 -0.1240 0.3 -0.3 0.2
H 2.1803 2.7954 -0.2619 2.5 2.5 -1.3
H 1.6284 2.2191 1.2834 0.0 0.5 0.4
H 2.3238 -0.3135 1.5436 0.4 -0.7 0.2
H 3.4734 -0.7874 0.0218 -1.9 1.0 1.7
H 3.7117 0.6765 0.9882 -1.2 -0.5 -0.2
H -1.2963 -2.0612 2.0443 0.3 0.0 -0.7
H -3.4967 -1.9119 1.7835 -0.7 0.3 0.3
H -3.4512 -3.1685 0.6474 0.6 -0.4 -0.2
O -3.1850 1.9976 -0.7536 1.7 -1.0 -1.5
Br -4.4610 2.5030 0.3362 -1.0 0.0 0.7
H -3.2518 1.0474 -1.0623 -0.7 1.2 0.8

=====

23
Properties=species:S:1:pos:R:3:forces:R:3 method="wB97M-V/def2-TZVPD" de_lowest_ev=4.013 gap_ev="5.97 / 5.94"
C 1.3383 -0.8611 -0.6421 3.0 -2.3 0.7
C 0.4564 -0.0443 -0.6442 -2.2 1.9 -0.1
C 3.5435 -2.7951 1.7423 -0.2 0.5 0.1
C 3.3281 -3.8757 0.6884 -0.3 0.0 -0.5
C 3.7942 -2.5371 0.3230 -0.2 0.2 0.0
C -2.3352 0.3406 -1.8135 0.3 0.4 0.4
C -1.6152 1.3326 1.1068 0.1 0.0 -0.7
C -0.4358 2.7985 -1.3895 -0.4 -0.5 0.3
Si -1.0074 1.1202 -0.6898 0.6 -0.4 0.0
Br 5.2961 -1.9570 -0.5768 -0.8 -0.1 0.2
H 2.6603 -2.3598 2.1884 -0.1 0.0 -0.1
H 4.3774 -2.8726 2.4290 0.2 0.1 -0.2
H 4.0169 -4.7100 0.6290 0.2 0.1 -0.2
H 2.3083 -4.1490 0.4579 -0.1 0.1 0.1
H -3.1657 1.0238 -1.9730 -0.2 0.1 0.0
H -1.9190 0.0945 -2.7860 0.2 0.0 -0.1
H -2.7297 -0.5788 -1.3891 0.0 -0.1 0.1
H -1.8977 0.3811 1.5463 0.0 -0.2 0.0
H -0.8388 1.7657 1.7320 0.2 0.1 0.0
H -2.4797 1.9889 1.1519 -0.2 0.1 0.0
H 0.4182 3.1851 -0.8422 0.1 0.0 0.2
H -0.1489 2.7169 -2.4330 0.0 -0.1 -0.2
H -1.2339 3.5347 -1.3205 -0.1 0.1 0.0

=====

25
Properties=species:S:1:pos:R:3:forces:R:3 method="wB97M-V/def2-TZVPD" de_lowest_ev=0.414 gap_ev="6.80 / 6.81" charge=+2
C 2.9505 -1.4169 2.0369 -4.2 -1.7 0.3
C -3.8279 2.5433 -1.6155 0.2 0.7 0.6
C -2.7399 2.1763 -1.0686 1.4 0.0 -1.1
C 0.0414 -0.4094 -1.5756 0.8 -0.8 2.3
C 1.0134 -1.5282 0.4821 1.3 -1.0 -1.9
C -2.3635 2.3906 0.3840 -3.0 -3.0 1.4
C 0.4621 -2.8128 0.9796 -1.5 0.6 1.4
C 3.1621 -0.4883 -0.1388 -0.1 -0.6 3.5
N 0.6522 -1.0584 -0.6959 -0.5 1.0 -0.7
N 2.3806 -1.1934 0.9271 -1.3 1.1 -2.1
O -4.9239 2.9302 -1.9948 -0.5 -1.8 -0.1
Cl -0.0782 -0.4419 -3.2455 0.4 -0.5 0.5
H 3.8339 -0.9993 2.2821 3.1 1.0 0.4
H 2.3809 -1.9548 2.7806 0.1 -0.1 0.2
H -1.9343 1.8426 -1.8104 -1.2 -0.1 1.0
H -1.6167 3.0607 0.4767 2.9 2.0 0.0
H -2.0474 1.3503 0.8109 -0.7 2.0 -0.7
H -3.1944 2.8594 1.0017 0.7 -1.0 -0.9
H 0.2683 -2.6290 2.0693 -0.1 -0.8 -0.8
H -0.4905 -2.9832 0.4591 0.1 0.1 0.4
H 1.0375 -3.7278 0.8379 0.5 0.3 0.0
H 4.0015 -0.2852 0.4573 1.8 0.8 -0.3
H 2.6776 0.4085 -0.3451 -0.8 1.2 -1.2
H 3.3571 -1.2379 -0.8220 0.3 -0.8 -2.1
H -5.0025 3.6044 -2.6731 0.1 1.3 -0.3

=====

25
Properties=species:S:1:pos:R:3:forces:R:3 method="wB97M-V/def2-TZVPD" de_lowest_ev=3.669 gap_ev=10.09 charge=+1 smiles=CC[N+](C)(C)c1nccnc1Cl
C -0.6821 0.5189 2.0583 4.2 2.4 0.6
C -0.5196 1.2433 0.7423 -0.1 -3.0 0.1
N -0.1249 0.2858 -0.4504 0.6 1.3 -0.2
C -1.2130 -0.6708 -0.8039 0.0 0.1 1.5
C 0.0239 1.1134 -1.6989 0.6 2.0 -1.9
C 1.1954 -0.3558 -0.2177 -0.6 -0.2 -0.5
N 1.1149 -1.6574 -0.3028 1.9 -0.7 1.7
C 2.2131 -2.4106 0.0542 1.6 4.0 -0.9
C 3.4842 -1.7427 0.2417 -4.7 2.4 -0.7
N 3.4508 -0.3589 0.1393 2.2 -2.2 0.5
C 2.4094 0.3635 -0.0596 -1.0 -1.5 0.2
Cl 2.6284 2.0688 -0.0721 0.0 0.1 0.1
H -1.2883 -0.2417 1.9124 -2.6 -4.2 -0.3
H 0.3293 0.2412 2.5136 -1.4 0.0 -0.8
H -1.1589 1.1160 2.8034 -0.3 0.9 0.3
H 0.2562 1.9075 0.8288 1.5 2.0 -0.3
H -1.4364 1.6228 0.4212 -1.3 1.1 -0.5
H -2.0551 -0.0441 -0.7531 -1.4 0.6 -0.3
H -1.0850 -1.0538 -1.7785 0.3 -0.4 -0.9
H -1.3683 -1.4578 -0.0909 0.4 -0.3 0.3
H -1.0109 1.4409 -2.1416 2.1 -0.9 0.9
H 0.6647 2.0500 -1.5511 -1.3 -1.3 0.3
H 0.6926 0.5410 -2.4196 -1.5 0.3 0.6
H 2.0942 -3.4356 0.0637 -0.2 -2.0 0.0
H 4.4089 -2.1689 0.4866 1.0 -0.7 0.2

=====

25
Properties=species:S:1:pos:R:3:forces:R:3 method="wB97M-V/def2-TZVPD" de_lowest_ev=4.500 gap_ev=9.85 charge=+1
C -0.4922 -0.1065 -1.1500 3.7 -0.9 3.4
C 0.7743 -0.5797 -0.9329 -0.6 -2.9 -5.9
C -0.5442 0.5866 0.2103 1.2 -0.3 -1.3
C -1.4784 -0.3118 -2.1920 -0.7 0.2 -2.4
C -2.5204 0.5128 1.6170 -0.4 1.5 1.0
C 1.8533 -1.4340 1.0280 -1.3 -3.1 -1.8
C 2.7714 0.5581 -0.0528 0.9 -2.1 0.5
C -1.7690 1.3288 0.5601 -0.8 -0.4 0.4
N 0.5339 0.5007 0.9351 -1.3 1.4 0.3
N 1.5184 -0.2378 0.1956 0.1 -1.1 0.2
F 1.6787 -1.7547 -2.1898 -2.3 3.4 3.7
F -1.4737 2.5994 0.9270 0.4 0.6 1.0
H -0.8946 -0.9369 -2.9393 -1.4 0.4 0.6
H -1.6953 0.6697 -2.7348 0.3 -1.1 0.8
H -2.5101 -0.7318 -1.9055 1.9 0.4 -0.1
H -3.6023 0.8650 1.6787 1.6 0.1 0.5
H -2.6745 -0.4969 1.2709 0.6 -0.6 0.1
H -1.8585 0.6087 2.5755 -1.7 -0.5 -1.5
H 0.8621 -1.8841 1.2845 0.9 0.0 -0.5
H 2.5119 -2.1580 0.4091 -1.2 1.4 1.0
H 2.2538 -1.1881 1.9589 1.1 1.0 1.1
H 3.6075 0.0004 0.4296 -0.6 0.6 -0.6
H 2.9125 0.6855 -1.0886 0.2 0.1 -1.1
H 2.5723 1.4288 0.4457 0.0 2.4 1.1
H -2.3370 1.4760 -0.3401 -0.5 -0.4 -0.6

=====

39
Properties=species:S:1:pos:R:3:forces:R:3 method="wB97M-V/def2-TZVPD" multiplicity=6 de_lowest_ev=0.792 gap_ev="8.33 / 6.96" charge=-1
Fe -1.5893 1.6275 -0.1961 0.6 -2.0 -1.5
N 0.4430 1.8809 -3.4174 0.1 0.2 -0.1
C -0.6522 1.0724 -3.4508 -0.4 -0.4 -0.2
N -0.9874 0.3103 -4.5014 0.4 0.3 -0.1
N -2.0805 -0.3322 -4.1206 -0.2 0.0 0.3
N -2.3823 0.0300 -2.9206 0.2 0.1 -0.2
N -1.5080 0.9275 -2.4479 0.1 0.2 0.4
C 0.9360 2.4095 -2.2482 0.0 0.1 0.4
N 2.0974 3.0322 -2.1481 0.0 -0.1 -0.3
N 2.1899 3.3692 -0.8505 -0.1 0.0 0.2
N 1.1473 2.9776 -0.2060 0.2 0.2 -0.1
N 0.3110 2.3488 -1.0658 -0.7 -0.1 0.4
H 1.0177 1.9257 -4.2396 0.1 0.0 0.0
O -2.7525 -2.0413 -1.0673 -0.2 0.2 -0.2
S -3.4750 -0.7711 -1.2393 0.0 -0.1 0.9
N -3.0095 0.3175 -0.2933 0.5 0.7 -0.1
C 0.2751 -0.7876 -0.1305 0.2 -0.2 -0.1
N -0.2418 0.0917 0.9547 -0.4 0.5 -0.4
C 0.9248 0.6120 1.7073 0.2 0.0 0.2
N 1.7343 -0.4706 2.2620 -0.1 0.0 0.0
C 2.1906 -1.3224 1.1613 0.0 0.0 0.0
N 1.0731 -1.8851 0.4065 0.0 0.0 0.0
C 0.2274 -2.6603 1.3148 0.0 0.0 0.0
N -0.2620 -1.8428 2.4313 0.0 0.0 0.0
C -1.0473 -0.7448 1.8776 -0.1 -0.2 0.1
C 0.8894 -1.2834 3.1384 0.0 0.0 0.0
H 0.8967 -0.1852 -0.7953 -0.1 0.0 0.0
H -0.5657 -1.2019 -0.6807 -0.1 0.0 0.0
H 0.5610 1.2395 2.5233 0.0 0.0 0.0
H 1.5317 1.2272 1.0463 -0.1 -0.1 0.1
H 2.7888 -2.1392 1.5733 0.0 0.0 0.0
H 2.8089 -0.7290 0.4847 0.0 0.0 0.0
H 0.8026 -3.4994 1.7146 0.0 0.0 0.0
H -0.6271 -3.0465 0.7571 0.0 0.0 0.0
H -1.4129 -0.1133 2.6904 0.0 0.0 0.0
H -1.8941 -1.1498 1.3271 0.0 0.1 0.0
H 1.4904 -2.1010 3.5444 0.0 0.0 0.0
H 0.5292 -0.6604 3.9604 0.0 0.0 0.0
I -2.3786 3.5679 1.1443 -0.1 0.4 0.4

=====

26
Properties=species:S:1:pos:R:3:forces:R:3 method="wB97M-V/def2-TZVPD" gap_ev=8.87 charge=+1
C -0.7589 -1.7252 -0.7874 1.3 5.0 0.8
C 0.3460 0.5726 0.6773 -3.0 1.3 -1.0
C 0.7260 -1.3924 -0.7131 2.3 0.8 1.2
C 2.2339 0.8007 1.9955 0.1 1.2 -2.5
C -1.5850 0.5542 -0.5676 0.6 -1.1 1.9
C 2.4751 -0.2844 0.9164 -0.1 0.8 -0.3
C -0.9625 -3.0984 -1.0267 -3.9 -2.7 -0.8
C -2.0098 3.1115 -1.1696 0.1 -3.8 2.7
N -1.6427 -0.7983 -0.6561 0.0 -1.4 -1.0
N 1.1778 -0.3040 0.2554 -0.3 -3.2 -0.6
N 0.8502 1.2510 1.6540 2.3 -0.5 1.0
S -1.4023 1.5564 -1.9202 0.3 0.3 -1.8
I 4.0149 0.1590 -0.4902 0.3 0.2 -0.3
H 1.2301 -2.3563 -0.4082 -0.2 1.2 -0.5
H 1.2058 -0.9275 -1.5893 -0.7 -1.2 -0.7
H 2.2775 0.3160 2.8888 -0.2 -1.1 2.8
H 2.9439 1.6457 2.0365 -0.3 -0.5 -0.4
H -2.2441 0.9071 0.2372 0.5 0.2 -0.2
H 2.7808 -1.2394 1.3097 -0.2 -0.3 0.2
H -0.4123 -3.4029 -1.9339 0.1 -0.4 0.8
H -2.0584 -3.2193 -1.2580 0.9 0.2 -0.3
H -0.9796 -3.7573 -0.1319 1.2 0.4 -0.5
H -1.4823 2.8949 -0.2258 -0.3 1.5 0.1
H -3.0369 2.8923 -0.9668 -0.8 0.4 0.0
H -1.8746 4.0582 -1.5478 0.9 1.6 -1.4
H 0.5168 2.0898 2.0089 -0.9 1.4 0.6

=====

34
Properties=species:S:1:pos:R:3:forces:R:3 method="wB97M-V/def2-TZVPD" multiplicity=6 gap_ev="9.17 / 5.29" charge=+2
Ir -0.4173 0.5169 -0.7348 -0.3 0.0 0.2
N -1.2239 3.8740 -0.1347 0.3 0.0 0.2
C -1.9864 3.2228 -0.9918 -0.2 -0.1 -0.2
N -3.0453 3.7855 -1.6591 0.2 0.2 0.2
N -3.5511 2.8568 -2.3632 -0.1 -0.3 -0.2
N -2.8564 1.6842 -2.1869 0.0 0.1 0.0
N -1.8928 1.9143 -1.3349 0.0 0.2 -0.1
C -0.1941 3.3041 0.6135 -0.2 -0.1 -0.3
N 0.5456 3.9856 1.4449 0.0 -0.1 0.3
N 1.3703 3.0710 1.9850 0.2 0.4 -0.1
N 1.1589 1.9150 1.4792 -0.3 -0.4 0.0
N 0.1329 2.0032 0.5964 0.3 0.3 0.1
H -1.4036 4.8653 0.0138 0.0 0.0 0.0
C 2.5692 -0.9693 0.4201 -0.1 0.0 -0.1
C 2.4395 -1.3875 -1.0592 0.1 0.0 0.0
S 0.9725 -0.8978 -2.0344 0.0 -0.1 -0.1
C -0.1096 -2.3632 -2.0278 0.0 0.0 0.0
C -0.6329 -2.7878 -0.6671 0.0 0.0 -0.1
S -1.5282 -1.4629 0.2171 0.1 -0.1 0.0
C -0.9668 -1.7646 1.9170 0.0 0.0 0.1
C 0.4155 -1.2134 2.3010 0.0 0.1 0.0
S 1.7745 -2.1041 1.5573 0.0 -0.1 0.1
H 2.2408 0.0504 0.6333 0.0 0.0 0.0
H 3.6316 -1.0530 0.6777 0.0 0.0 0.0
H 2.5742 -2.4616 -1.1995 0.0 0.0 0.0
H 3.2639 -0.9011 -1.5828 0.0 0.0 0.0
H 0.4310 -3.1855 -2.4995 0.0 0.0 0.0
H -0.9182 -2.0842 -2.7075 0.0 0.0 0.0
H 0.1857 -3.1423 -0.0328 0.0 0.0 0.0
H -1.3169 -3.6298 -0.7818 0.0 0.0 0.0
H -1.0515 -2.8375 2.0967 0.0 0.0 0.0
H -1.6961 -1.2803 2.5679 0.0 0.0 0.0
H 0.5446 -1.3739 3.3796 0.0 -0.1 0.0
H 0.5402 -0.1495 2.0975 0.0 0.0 0.0

=====

22
Properties=species:S:1:pos:R:3:forces:R:3 method="wB97M-V/def2-TZVPD" de_lowest_ev=2.987 gap_ev="7.95 / 7.95"
C -0.8669 -1.3768 -0.5424 0.1 0.1 0.0
C -2.3765 -0.8375 1.5374 0.1 0.0 0.1
C 2.0023 -0.5043 0.0018 -0.3 0.1 0.4
C 1.4419 1.5891 -1.2934 -0.2 0.0 0.2
C -1.2608 -0.4763 0.6100 0.4 -0.2 -0.2
C 0.9221 0.2990 -0.7012 0.2 -0.8 -1.6
C -0.1604 -0.3186 -1.3201 0.4 0.7 0.9
N -0.5075 1.7710 1.2822 0.4 0.1 -0.7
C -0.4800 0.6335 0.7469 -1.1 0.0 0.6
H 0.3966 2.1512 1.5517 0.0 -0.2 0.3
H -1.7536 -1.7527 -1.0582 0.1 -0.1 0.0
H -0.2388 -2.2238 -0.2481 -0.1 0.0 0.0
H -0.7185 0.2061 -2.0852 0.0 0.1 0.0
H -2.5783 -0.0329 2.2422 0.0 0.0 0.0
H -3.2871 -1.0374 0.9639 0.0 0.1 0.0
H -2.1553 -1.7526 2.0973 0.0 0.0 0.0
H 2.7726 -0.8120 -0.7109 -0.1 0.1 0.0
H 2.4863 0.1107 0.7626 0.0 0.0 0.0
H 0.6478 2.1570 -1.7767 0.0 0.0 0.0
H 2.2205 1.3826 -2.0319 0.0 0.0 0.1
H 1.8869 2.2165 -0.5187 0.0 0.0 0.0
H 1.6065 -1.3917 0.4907 0.0 0.0 0.0

=====

22
Properties=species:S:1:pos:R:3:forces:R:3 method="wB97M-V/def2-TZVPD" de_lowest_ev=6.456 gap_ev="7.51 / 7.21"
C -1.9055 -0.6728 0.8651 0.6 0.0 0.2
C -1.2038 0.4222 -1.3126 2.0 -0.2 0.2
C -1.3827 0.5875 0.1939 -5.1 1.8 -1.1
N -2.0806 1.6777 0.5296 1.7 -1.0 1.0
H -1.7193 2.5077 0.0577 -0.3 -0.2 -0.6
H -1.1289 -1.4289 0.9045 0.1 -0.3 -0.1
H -2.7602 -1.0721 0.3127 0.1 0.1 0.0
H -2.1934 -0.4674 1.8902 -0.1 0.2 0.1
H -0.4923 -0.4048 -1.4576 -0.6 0.0 -0.5
H -0.7061 1.2988 -1.7334 -0.1 0.1 0.0
H -2.1615 0.2835 -1.8165 0.1 -0.2 0.3
C 1.6041 -1.7016 0.0944 0.1 -0.2 0.1
C 1.5520 -0.2734 -0.2941 -2.0 2.0 2.4
C 2.2556 0.3908 -1.1825 0.0 0.2 -0.1
C 0.4817 0.7022 0.8583 3.6 -2.6 -2.9
C 0.7907 1.2343 1.8978 0.6 0.4 0.6
H 0.7471 -2.2507 -0.2955 -0.1 0.0 0.0
H 2.5137 -2.1624 -0.3112 -0.2 0.1 0.1
H 1.6064 -1.8025 1.1834 0.0 0.0 -0.2
H 3.0254 -0.1107 -1.7626 -0.2 -0.1 0.0
H 2.1203 1.4444 -1.3806 0.0 0.0 0.1
H 1.0372 1.7984 2.7590 -0.2 0.1 0.3